ORCA calculation (ωB97M-V/def2-TZVPD) on a structure of composition C24H36NOPb at a distorted geometry.

XYZ file:
```
63
Properties=species:S:1:pos:R:3:forces:R:3:nbo_charge:R:1
C -1.734274 1.140577 -2.059916 0.73 -0.39 0.25 -0.180
C -1.416237 -0.188759 -2.466922 -1.12 1.31 0.70 0.108
C -0.024254 -0.230613 -2.787449 2.23 2.14 0.08 -0.100
C 0.508044 1.079713 -2.592857 -0.03 -2.79 -0.70 0.008
C -0.543392 1.918207 -2.126077 -1.67 -0.27 -0.09 0.093
Pb -0.182872 -0.110828 0.320378 -0.37 -0.28 -0.91 1.567
C 3.683682 -0.061082 1.662437 -3.33 -3.51 -1.45 0.086
C 2.434315 0.482454 1.968284 -0.57 1.25 0.41 -0.224
H 1.898260 0.174265 2.873456 0.65 0.22 0.21 0.203
C 1.684502 1.378272 1.160638 1.16 1.01 0.14 -0.619
H 2.178043 1.780445 0.256810 -0.39 -0.39 0.37 0.226
H 1.000612 2.142414 1.586624 0.26 -0.90 -0.04 0.228
C 4.010186 -1.320779 2.478237 0.65 0.03 0.52 -0.662
H 3.224115 -1.706969 3.151873 0.00 0.70 -0.31 0.220
H 4.281383 -2.190399 1.859186 0.06 0.54 -0.05 0.220
H 4.855821 -1.135922 3.126886 0.45 -0.06 0.22 0.240
C 3.843682 -0.303591 0.140668 0.70 0.39 -0.38 -0.661
H 2.900800 -0.287225 -0.466791 0.45 0.19 0.82 0.209
H 4.484178 0.469893 -0.284425 0.17 -0.14 -0.33 0.235
H 4.278861 -1.301196 -0.081274 0.05 0.80 0.36 0.229
C -2.377300 -1.312419 -2.568233 -0.13 -0.44 -0.06 -0.680
H -3.018146 -1.386159 -1.675981 0.12 0.10 -0.26 0.235
H -3.042736 -1.179259 -3.437127 0.14 0.01 0.23 0.254
H -1.864605 -2.274961 -2.687847 -0.12 0.24 0.02 0.240
C 0.706149 -1.425073 -3.275882 0.24 -0.42 -0.21 -0.657
H 0.411851 -2.330095 -2.725024 0.07 0.17 -0.13 0.235
H 0.502459 -1.607588 -4.344856 0.06 0.00 0.30 0.238
H 1.791628 -1.308908 -3.161094 -0.27 -0.04 -0.06 0.224
C 1.888604 1.529650 -2.889621 0.47 0.16 -0.12 -0.665
H 2.541813 0.686582 -3.144661 -0.14 0.23 0.06 0.229
H 1.897622 2.224331 -3.745930 0.05 -0.17 0.25 0.236
H 2.340657 2.063420 -2.039599 -0.05 -0.08 -0.21 0.208
C -0.444221 3.362979 -1.813437 0.19 0.34 0.16 -0.674
H 0.594769 3.671743 -1.640977 -0.22 -0.06 -0.09 0.227
H -0.832756 3.969393 -2.647567 0.08 -0.13 0.20 0.255
H -1.028788 3.630385 -0.920736 0.07 -0.09 -0.26 0.230
C -3.076747 1.634191 -1.678998 -0.68 0.24 -0.05 -0.638
H -3.016834 2.510552 -1.020788 -0.03 -0.22 -0.12 0.217
H -3.640966 1.935867 -2.576492 0.02 -0.03 0.28 0.227
H -3.669944 0.864897 -1.165490 0.13 0.20 -0.10 0.219
C -0.266115 -2.371995 0.658384 2.97 -3.64 3.38 -0.606
C 1.130508 -2.982205 0.972739 0.22 3.69 -2.20 -0.177
C -0.934646 -3.483831 0.141811 -1.37 -0.99 -1.43 -0.247
C 1.785047 -3.554090 -0.107403 -1.48 0.02 2.38 -0.265
H 1.987650 -2.816946 1.637750 -1.36 1.70 1.00 0.214
C -0.301194 -4.474059 -0.699894 -1.32 1.44 1.99 -0.256
H -1.993336 -3.699189 0.397180 0.31 0.91 -0.93 0.225
C 1.010745 -4.385868 -0.870043 3.20 0.72 -1.71 -0.216
H 2.829644 -3.311482 -0.090983 0.64 -1.17 -0.54 0.214
H -0.792319 -5.233423 -1.211892 -1.40 -1.09 -0.46 0.225
H 1.656528 -4.838213 -1.562324 -0.24 -1.48 -1.54 0.217
C -4.065581 2.014772 2.855302 -0.09 -0.01 -0.11 -0.416
N -2.718740 1.982817 3.424166 0.46 -0.20 -0.22 -0.370
C -2.509232 2.396943 4.806238 0.43 0.06 0.39 -0.418
C -1.701634 1.531194 2.711157 -0.80 -0.35 -1.08 0.543
O -1.849933 1.129789 1.516313 0.27 0.46 1.60 -0.750
H -4.720906 2.417701 3.628926 -0.03 -0.10 -0.30 0.220
H -4.395860 1.006892 2.573614 0.12 0.25 0.07 0.228
H -4.094541 2.659017 1.967849 0.01 -0.18 0.22 0.226
H -2.157116 1.554859 5.418783 -0.26 0.22 -0.12 0.219
H -1.748757 3.187882 4.855243 -0.33 -0.10 0.05 0.219
H -3.458490 2.766337 5.197741 0.33 -0.03 0.05 0.231
H -0.719688 1.514693 3.219917 -0.33 0.04 -0.11 0.152
```
Forces are in eV/Å.

The HOMO-LUMO gap (spin up / spin down) is 5.7 / 5.7 eV. The charge is +1. The spin multiplicity is 1. Its LUMO energy (spin up / spin down) is -4.486 / -4.473 eV. The energy relative to the best compared isomer or geometry (same formula, charge and spin) is 1.1 kcal/mol. For the HOMO energy (spin up / spin down), the calculation gives -0.3746 / -0.3735 hartree.